193
Properties=species:S:1:pos:R:3 method="wB97M-V/def2-TZVPD" homo_ev=-10.3 largest_force_ev_per_a=3.46 lumo_energy_ev=0.4 homo_lumo_gap_ev=10.691
H 23.74692 2.11936 24.95388
H 17.92237 3.78602 18.23498
H 21.66768 8.56809 14.10537
H 29.41744 5.23661 18.02764
H 20.09053 -5.35522 18.28541
O 26.27550 9.95373 13.71136
C 17.26802 2.00599 24.00030
O 28.87745 4.52635 22.65428
P 27.01433 4.81190 17.00227
H 20.47972 4.26469 16.77515
C 23.62169 6.86496 19.71897
H 21.33062 2.77210 16.58182
H 22.44819 6.74089 23.30595
O 25.58727 12.18222 14.92542
H 18.75213 9.02287 22.78213
H 24.55548 8.43832 16.06737
H 25.55783 4.22255 21.34597
O 14.90156 6.02155 20.51929
H 23.91551 7.40458 24.13124
O 17.03475 5.56207 21.81104
H 25.98173 3.95066 25.87522
Cl 21.36114 9.37686 20.37134
H 20.53278 3.88553 20.85341
O 20.35345 7.86089 26.71096
H 17.92948 7.99680 17.56241
H 26.17215 5.44472 20.19866
H 22.55183 0.29667 10.91101
H 20.60746 -0.94060 15.68499
H 21.98150 10.87818 14.18786
H 20.74240 -1.16987 18.69132
H 27.31328 2.91028 25.55915
C 28.80389 6.00166 18.50475
C 26.41600 4.85159 21.07366
H 17.59696 2.68722 19.57797
H 14.95374 4.16823 14.85425
H 18.78606 2.48662 15.27273
H 30.01772 4.86002 24.26130
H 28.12018 9.30704 14.40504
O 20.83352 5.64874 19.80188
C 24.89930 0.84472 14.90968
O 21.76081 2.74343 13.82080
H 27.99717 11.06904 14.05562
H 23.77855 5.62900 16.28974
P 18.45777 -2.44000 18.62481
O 22.53091 0.49990 12.89634
H 18.12616 -0.52694 16.16476
C 27.71767 10.06373 13.75144
H 18.60658 -4.89096 17.50774
O 25.80174 5.51161 16.30151
C 18.06732 8.54827 15.50223
O 20.42862 6.08191 24.81083
H 20.18827 0.44262 19.17985
H 26.22831 8.19757 15.55435
C 20.21753 -0.60584 19.44778
H 23.27568 7.63867 19.05175
O 23.98938 1.82712 14.52586
O 21.99659 0.59266 15.28557
O 17.03855 -2.76041 18.71260
H 23.28100 12.11042 14.34754
P 21.79723 5.49053 18.55588
H 23.22248 7.78597 14.58831
H 24.50334 4.44080 15.20548
H 18.36512 8.08090 14.56245
H 23.12306 7.02835 20.67207
C 28.12453 5.21061 14.74060
Cl 19.01608 1.52551 21.97131
O 17.07803 6.84881 19.60405
H 20.03895 9.48478 18.43603
C 24.57183 4.88309 16.19106
O 27.68029 6.18510 17.65633
H 20.54963 7.30836 28.74005
H 15.30810 -0.71250 16.55265
C 23.01655 4.11455 24.69047
C 22.87514 7.59157 23.83573
O 15.35970 0.77044 15.16504
H 20.01156 0.77123 15.86023
H 18.49911 -5.48350 19.14783
Cl 20.05329 6.31506 13.16206
H 21.62712 1.75365 11.47356
H 24.47932 0.37115 15.79105
C 30.09191 4.26911 23.34152
C 22.49101 1.12228 11.61562
H 21.99423 11.71803 18.77798
H 22.79803 8.40411 23.14645
C 17.95996 2.64669 22.77932
H 18.52354 3.49886 23.15604
C 21.55414 10.98072 18.13035
O 19.40718 -3.63367 19.07096
H 30.92193 4.64137 22.78018
O 28.03081 4.37429 15.82470
H 28.54854 6.18966 15.02192
H 18.90061 7.24321 23.10097
H 13.80566 2.81294 15.26641
C 17.67828 3.73746 19.28507
H 18.41876 4.28342 19.87960
C 22.34312 7.71412 13.95716
H 28.82561 4.76643 14.02874
Cl 23.04419 7.87939 12.29827
H 17.98406 1.63775 24.69730
H 29.39483 6.93286 18.52195
C 14.59846 -0.05926 16.01589
H 20.44396 5.45254 21.76421
C 20.87962 3.42165 17.33715
H 20.12474 2.89429 17.89869
H 13.24998 6.65509 19.50356
C 17.55256 8.03117 20.26253
C 20.96591 7.10731 27.75624
H 18.33455 -1.97015 15.16029
O 26.79431 5.73948 22.11343
O 15.36994 2.99307 16.49387
H 23.20495 11.16591 12.85750
O 21.87331 3.96496 18.21565
O 21.44051 6.36744 17.44407
O 26.75581 3.70535 17.91525
O 28.13872 6.36337 24.23696
C 21.60721 6.40010 14.13530
H 20.30258 0.16112 14.26910
H 27.17629 5.36082 14.26136
P 16.45542 5.68735 20.47597
H 18.58945 8.20490 19.94941
P 22.50698 1.51383 14.11661
O 26.76739 4.19946 24.06595
C 20.60683 10.22605 19.01273
H 22.08524 4.65059 24.50932
C 22.87253 2.55741 24.48296
Cl 17.29330 6.12525 16.20819
O 18.89274 -1.15425 19.44911
H 22.25334 5.57372 13.84536
H 24.95245 0.11803 14.08214
C 19.11646 -4.93071 18.46168
C 20.96642 4.89304 20.97849
H 19.31315 7.28588 16.75444
H 16.86976 8.84340 19.99656
H 18.34902 4.01876 14.38730
C 14.43140 3.64356 15.67678
P 25.44449 10.75106 14.82225
H 13.84645 -0.58946 15.45040
Cl 16.27588 0.62651 23.47961
O 16.90890 2.53156 14.46308
H 16.95641 -1.89326 16.31788
H 14.48509 5.48147 18.65523
H 20.68368 6.12333 27.42484
O 23.97338 10.25692 14.56443
P 16.29801 1.88165 15.79553
C 18.74667 8.22199 23.52215
H 14.79633 7.19542 18.86663
H 13.86562 4.35586 16.27818
O 18.87888 -2.22467 17.08395
H 14.11260 0.59631 16.73488
O 19.83077 8.51686 24.36353
H 17.52435 7.84811 21.34935
O 16.46259 4.41854 19.53516
H 22.01729 4.84399 21.29342
H 21.27534 6.27562 15.16104
H 19.90442 10.91129 19.48370
C 20.63672 0.07830 15.31206
H 17.02927 8.91449 15.43834
H 22.05783 7.19843 27.78924
H 23.35762 1.77783 11.54062
C 26.96277 3.93658 25.46805
Cl 19.19585 9.93495 15.62792
Cl 22.83780 10.04389 17.38126
C 18.29273 2.91616 14.40179
Cl 23.39188 4.51018 26.41166
Cl 22.78995 2.16067 22.74245
O 17.29533 1.42525 16.77678
H 27.68825 4.63719 25.90992
H 18.72062 2.45818 13.50659
H 21.97292 2.17636 24.95081
H 24.69054 6.83297 19.86758
P 20.66471 7.47295 25.22130
C 23.02120 11.13807 13.91790
O 22.18909 7.96366 24.96717
H 24.47284 4.09135 16.91239
P 27.68088 5.29818 23.34533
H 17.78099 8.24933 24.05129
H 30.13677 3.18472 23.53373
H 20.72086 -0.67172 20.41065
C 25.58771 8.68124 16.28948
H 23.82053 4.53091 24.07523
H 21.05663 11.40615 17.27774
O 25.80000 10.07400 16.21522
H 28.49917 5.63959 19.48294
H 25.78196 8.37369 17.30145
H 28.05057 9.78433 12.75864
H 25.91961 1.13438 15.14690
H 17.22393 3.07366 22.10886
H 16.59723 2.72972 24.43106
C 18.27099 7.55420 16.63110
C 17.98312 -1.60728 16.12406
C 14.27154 6.35641 19.31058
O 23.28607 5.62027 19.14864
H 27.26685 4.20383 20.85087